[1]
DFT (ωB97M-V/def2-TZVPD) results for a structure of composition C45H36CoF3N9O3S2Sb.

```
100
Properties=species:S:1:pos:R:3
Co -0.56094 -1.23143 -0.54526
N -2.01185 -1.12215 2.59822
C -2.24846 -2.21175 1.86213
N -2.83016 -3.25374 2.44346
C -3.03237 -4.31362 1.65943
N -3.59402 -5.39187 2.20410
N -2.72824 -4.39195 0.33797
C -2.13620 -3.33106 -0.10608
N -1.87869 -2.19751 0.56483
C -0.96922 -4.08776 -2.11249
C -1.04721 -5.45808 -1.96086
C -0.17888 -6.20454 -2.73844
C 0.68591 -5.56296 -3.61384
C 0.64072 -4.18332 -3.68846
N -0.18639 -3.44512 -2.94530
H -2.19544 -1.16264 3.58579
H -1.47171 -0.35248 2.24042
H -3.82111 -5.39148 3.18228
H -3.73066 -6.21518 1.64626
H -1.73184 -5.90331 -1.25849
H -0.17706 -7.28315 -2.65572
H 1.38145 -6.11928 -4.22541
H 1.29604 -3.63706 -4.35612
N 0.55764 0.13380 -4.12766
C 1.77836 -0.54878 -4.39684
C 2.04861 -1.06815 -5.65055
C 3.22797 -1.77622 -5.84280
C 4.09484 -2.00235 -4.78227
C 3.80116 -1.50287 -3.52010
C 2.65944 -0.73881 -3.34380
S 2.25564 0.07663 -1.84003
N 0.57358 -0.28251 -1.83444
C -0.06107 -0.05601 -2.94006
C -1.54012 0.02465 -2.83635
C -2.37977 0.47831 -3.83597
C -3.73569 0.59220 -3.56117
C -4.20155 0.24033 -2.30766
C -3.29480 -0.22088 -1.36701
N -1.99563 -0.31525 -1.62366
H -0.03238 0.28331 -4.92989
H 1.35175 -0.92406 -6.46797
H 3.45872 -2.16742 -6.82433
H 5.00113 -2.57167 -4.93612
H 4.45291 -1.68974 -2.67728
H -2.00390 0.75343 -4.81136
H -4.41590 0.95224 -4.32095
H -5.24894 0.31698 -2.05431
H -3.60933 -0.52056 -0.37642
C 2.89761 -0.30593 5.54170
C 2.45582 -0.92304 4.24426
C 3.13291 -0.64766 3.05754
C 2.71020 -1.18643 1.85249
C 1.59301 -2.00892 1.82866
C 0.92375 -2.32476 3.00225
C 1.35741 -1.77965 4.20060
S 0.99982 -2.62709 0.26452
O 2.16618 -2.74095 -0.60044
O 0.29083 -3.87414 0.58892
O -1.75253 -3.17987 -1.38828
H 3.96647 -0.09583 5.53629
H 2.68038 -0.96014 6.38512
H 2.37533 0.63813 5.71449
H 4.01240 -0.01369 3.08709
H 3.24731 -0.99463 0.93118
H 0.08774 -3.01205 2.97037
H 0.84421 -2.03285 5.12108
F -2.70022 8.52386 -0.42557
C -2.32724 7.25289 -0.21231
C -1.75684 6.92121 1.00219
C -1.37271 5.60643 1.21558
C -1.56037 4.63974 0.23034
C -2.14607 5.01134 -0.97776
C -2.53145 6.32406 -1.21306
Sb -0.94403 2.61965 0.48597
C 1.14450 2.95883 0.22537
C 1.59975 3.93147 -0.66242
C 2.95662 4.10265 -0.89663
C 3.84866 3.29345 -0.21932
F 5.16429 3.45439 -0.43611
C 3.43593 2.32725 0.67620
C 2.07459 2.15994 0.88375
C -0.94869 2.56533 2.62477
C 0.16532 2.86411 3.40925
C 0.10495 2.79601 4.79364
C -1.08941 2.43266 5.38580
F -1.15299 2.35801 6.72384
C -2.22247 2.14838 4.64875
C -2.13820 2.21637 3.26458
H -1.62125 7.68468 1.75601
H -0.92485 5.33927 2.16550
H -2.31189 4.27298 -1.75565
H -2.98542 6.63124 -2.14525
H 0.89627 4.57782 -1.17507
H 3.32697 4.85286 -1.58194
H 4.17315 1.72019 1.18614
H 1.74856 1.39818 1.58313
H 1.09878 3.15309 2.94212
H 0.96162 3.02554 5.41315
H -3.14307 1.89192 5.15603
H -3.02800 1.99846 2.68174
```

Results
2S+1: 2
Expectation value of S²: 0.77
ΔE to the lowest compared entry with this formula, charge and spin, kJ/mol: 176.69
Orbital gap (spin up / spin down), eV: 7.31 / 7.28
Total charge: +1
Max |F|, eV Å⁻¹: 0.2



[2]
DFT (ωB97M-V/def2-TZVPD) results for a cluster of 9 separate species, C33H87N12O16 in total.

```
148
Properties=species:S:1:pos:R:3
N 1.47239 1.70187 -0.22975
O 0.89014 1.57375 0.80313
O 2.46937 0.98150 -0.42214
O 0.98087 2.47214 -1.09300
C 1.68603 5.56016 0.79413
O 1.81096 6.59808 1.42030
N 1.29618 4.41208 1.30488
N 1.68420 5.41903 -0.47934
H 1.04585 3.58306 0.78511
H 0.94095 4.49713 2.24651
H 1.29664 4.57719 -0.88086
H 1.72615 6.25344 -1.04688
C 5.89497 0.62576 -1.18826
O 7.04762 0.41445 -1.47726
N 5.01111 -0.31659 -0.91905
N 5.41489 1.82269 -1.15020
H 4.04336 -0.04022 -0.83427
H 5.22627 -1.28490 -1.10924
H 5.97837 2.60825 -1.44258
H 4.43766 1.88380 -0.90244
C -1.73743 -0.38600 -2.73918
O -2.47858 -0.84326 -3.66852
N -0.50699 0.01511 -2.78691
N -2.15104 -0.18200 -1.51524
H 0.02138 0.51713 -2.08769
H 0.02281 -0.32861 -3.57512
H -2.98435 -0.68562 -1.24677
H -1.56532 0.20352 -0.78832
C -4.41700 -2.80268 -0.18946
O -4.57363 -1.49682 -0.60531
C -5.52437 -0.67091 0.10770
C -5.15793 0.87534 0.00117
N -5.18805 1.21842 -1.41762
C -4.94849 2.63198 -1.78541
C -3.60002 3.11707 -1.64964
O -3.36416 3.28940 -0.25899
C -1.98088 3.45219 0.13395
H -3.79756 -3.37635 -0.87888
H -5.35428 -3.32774 -0.00530
H -3.82798 -2.64388 0.71383
H -5.50898 -0.90989 1.17107
H -6.53265 -0.91347 -0.22789
H -4.19507 1.09227 0.46371
H -5.91636 1.47691 0.50217
H -4.49812 0.57327 -1.77522
H -5.58316 3.29318 -1.19540
H -5.19765 2.72564 -2.84241
H -3.42997 4.06328 -2.16331
H -2.85818 2.41626 -2.03257
H -1.46715 4.16873 -0.50695
H -1.40782 2.52594 0.09199
H -1.97091 3.84241 1.15166
C -4.39858 -6.74434 -2.28254
O -3.68191 -6.08668 -1.26574
C -3.01957 -6.93853 -0.35390
C -2.32434 -6.03695 0.65094
N -1.07191 -5.37271 0.27596
C -0.67613 -4.38729 1.33750
C 0.59365 -3.56159 0.90407
O 0.33407 -2.76034 -0.25455
C 1.48380 -2.11909 -0.67159
H -4.75012 -5.93237 -2.91911
H -5.25017 -7.29907 -1.88862
H -3.69774 -7.39760 -2.80233
H -2.27650 -7.55584 -0.85874
H -3.72382 -7.69244 -0.00212
H -1.91463 -6.60487 1.48624
H -3.02407 -5.25957 0.95778
H -1.30907 -4.80346 -0.52393
H -0.39361 -5.03813 2.16496
H -1.50994 -3.77666 1.68390
H 1.39842 -4.26534 0.69151
H 0.91700 -2.97235 1.76217
H 2.27811 -2.80050 -0.97630
H 1.84543 -1.43815 0.09889
H 1.34253 -1.60151 -1.62041
C 2.40269 -6.79117 3.19673
O 2.70700 -5.54362 2.55354
C 4.02843 -5.50846 1.97615
C 4.43267 -4.10333 1.65399
N 4.90078 -3.34669 2.80246
C 5.23304 -1.92852 2.51178
C 4.02539 -0.98675 2.38648
O 3.59168 -0.61137 3.71571
C 2.34477 -0.06712 3.86327
H 1.33251 -6.93271 3.34762
H 3.00810 -6.94136 4.09061
H 2.68171 -7.60796 2.53107
H 3.91655 -6.03335 1.02742
H 4.77302 -6.08119 2.52901
H 3.51735 -3.64091 1.28460
H 5.16536 -4.17507 0.85017
H 4.16309 -3.35966 3.49221
H 5.84963 -1.90604 1.61322
H 5.94187 -1.44622 3.18487
H 3.23378 -1.56146 1.90568
H 4.19823 -0.10262 1.77285
H 2.16646 0.20295 4.90412
H 1.54270 -0.71948 3.51803
H 2.26162 0.82779 3.24657
C -1.95003 1.78265 -5.69135
O -1.23551 2.79685 -6.29420
C -0.77019 3.79839 -5.38229
C 0.24939 3.28449 -4.35397
N 1.28176 2.54707 -5.08024
C 2.20165 1.96877 -4.10734
C 3.08807 2.99202 -3.33192
O 4.10154 3.20471 -4.24837
C 4.04402 4.41820 -4.95845
H -2.43725 1.17484 -6.45376
H -2.75664 2.17351 -5.07110
H -1.41629 1.12083 -5.00928
H -1.55794 4.22597 -4.76202
H -0.38797 4.65382 -5.93929
H -0.23005 2.66999 -3.59198
H 0.68928 4.15007 -3.85863
H 0.91769 1.87390 -5.73932
H 2.86571 1.34654 -4.70730
H 1.70106 1.24084 -3.46888
H 3.59859 2.46679 -2.52470
H 2.65107 3.88367 -2.88239
H 4.30484 5.29058 -4.35925
H 3.01010 4.51599 -5.28944
H 4.73691 4.25137 -5.78317
C -0.49351 5.44383 4.78045
O 0.19637 4.51054 3.88831
C 0.55230 3.29329 4.59071
C -0.49955 2.29665 4.91477
N -1.26544 1.94967 3.78838
C -2.28894 0.88585 4.15945
C -3.20745 0.70210 2.89695
O -3.04546 -0.56833 2.29900
C -1.76410 -0.72675 1.73115
H -0.68175 6.34013 4.18943
H -0.01150 5.75156 5.70838
H -1.49281 5.06749 4.99923
H 1.17335 3.54271 5.45105
H 1.27856 2.73533 3.99967
H -1.09692 2.86599 5.62687
H -0.09827 1.43194 5.44330
H -0.87340 1.94161 2.85760
H -2.93888 1.13578 4.99803
H -1.84527 -0.03971 4.52632
H -3.07844 1.48061 2.14503
H -4.18992 0.93696 3.30644
H -0.90286 -0.73495 2.39920
H -1.64715 0.06041 0.98629
H -1.74238 -1.59804 1.07657
```

Results
ΔE to the lowest compared entry with this formula, charge and spin, kJ/mol: 0.00
Orbital gap, eV: 8.55
Total charge: -1
Max |F|, eV Å⁻¹: 6.5



Q: Number 2 is which compound?
A: C33H87N12O16